Entry 1:
Computed, not measured: one molecule with the formula C7H10BN3O2S, with the ωB97M-V functional and the def2-TZVPD basis.

Each line ends with the Mulliken charge.
Positions of all 24 atoms, in Å:
B -1.56737 -3.41386 0.80229  0.539
C 2.35342 3.26200 -1.41104  -0.546
C 1.86438 3.34482 -2.65641  -0.410
C 0.81975 1.82257 -1.11555  0.492
C -2.04065 -0.88371 0.58926  -0.082
C -2.42211 -2.15813 0.41923  -0.721
C -0.02783 0.84918 -0.63638  -0.286
C 0.93929 0.85579 1.61555  -0.775
N 1.77361 2.46958 -0.51982  -0.501
N -0.82834 -0.51963 1.14120  -1.090
N -0.00461 0.32910 0.63428  0.968
O -2.16768 -4.62106 0.80694  -0.507
O -0.28467 -3.26160 1.14843  -0.567
S 0.58206 2.20730 -2.78322  -0.141
H 3.18238 3.87516 -1.04686  0.391
H 2.19310 3.78861 -3.48946  0.561
H -2.53847 -0.02243 0.16420  0.539
H -3.21691 -2.21146 -0.30401  0.288
H -0.89178 0.79644 -1.23874  0.248
H 1.44727 -0.04851 2.12711  0.250
H 1.61365 1.47616 1.17038  0.473
H 0.35186 1.39016 2.41173  0.286
H -1.52326 -5.35064 0.88306  0.273
H 0.39291 -3.97586 1.28784  0.316

Atoms 1-3, force components in eV/Å:
-0.7328 0.5642 0.0356
2.2095 2.4647 0.1434
-1.4647 -2.1533 1.8010

The relative energy (zero: lowest compared OMol25 entry of this formula, charge and spin) comes out at 2.555 eV. The HOMO energy (alpha / beta) is -7.064 / -7.107 eV.

***

Entry 2:
Computed, not measured: C7H10Cl10F12NO8P2S2V2 as an isolated structure, with the ωB97M-V functional and the def2-TZVPD basis.

Each line ends with the Mulliken spin population.
Positions of all 54 atoms, in Å:
V 0.19246 -1.67206 -2.20487  3.344
V -1.78037 0.89045 -3.52782  2.996
P -0.43539 -0.93311 -4.54886  1.408
O -1.41602 -1.08448 -3.35714  -0.578
O 0.16788 0.00458 -3.53023  -0.451
O -1.82819 -0.54219 -5.07991  0.030
O -0.41934 -2.37445 -4.15563  0.127
P -4.87166 0.35995 -3.22213  0.024
F -5.57244 1.41844 -2.26151  0.000
F -3.60264 0.23383 -2.20926  -0.007
F -5.67350 -0.74000 -2.30863  -0.002
F -4.16848 -0.86260 -4.02431  -0.001
F -6.14112 0.43356 -4.17928  0.000
F -3.98004 1.47519 -3.99125  0.007
C 1.46795 2.18364 -1.09558  0.034
F 2.66805 1.62596 -0.90259  0.001
F 1.36022 3.29891 -0.30576  -0.001
F 1.26097 2.55499 -2.35000  0.005
S 0.10314 0.97400 -0.40731  0.004
O -0.32129 1.45084 0.91736  0.011
O -0.96762 1.06466 -1.39128  -0.086
N 0.74684 -0.66443 -0.49618  -0.002
S 1.73283 -0.81957 0.79223  0.040
O 2.87307 -1.69846 0.50307  0.003
O 2.03778 0.35052 1.61048  0.000
C 0.61281 -1.90312 2.00677  0.009
F -0.41359 -1.19203 2.41525  -0.003
F 0.16478 -2.96548 1.40667  0.006
F 1.39466 -2.27240 2.99931  -0.001
C 5.63671 1.98413 -2.17987  0.002
Cl 6.88445 1.87449 -0.93135  0.000
Cl 6.36398 2.60984 -3.67502  0.000
H 5.15323 1.03793 -2.42291  0.001
H 4.88978 2.72477 -1.89412  0.000
C -3.38523 4.24028 -1.24621  0.022
Cl -3.36498 6.03610 -1.19656  0.003
Cl -2.12639 3.54614 -2.37026  0.054
H -3.28420 3.75380 -0.27604  -0.001
H -4.35250 3.94500 -1.65276  0.000
C 3.86251 -4.48397 2.59025  0.000
Cl 2.75645 -5.09973 3.86058  0.000
Cl 3.59634 -5.35605 1.05516  0.001
H 3.65726 -3.41590 2.51811  0.000
H 4.90044 -4.56323 2.91353  0.000
C -0.54369 -3.48409 5.45219  0.000
Cl -0.94686 -2.75348 6.98854  0.000
Cl -1.89249 -3.40525 4.33306  0.000
H 0.29240 -2.95347 4.99668  0.000
H -0.24498 -4.50565 5.68732  0.000
C -0.62551 1.93281 3.90301  0.000
Cl -0.15564 3.39878 4.77660  0.000
Cl -1.15340 0.60118 4.98716  0.000
H -1.42054 2.17500 3.19777  0.000
H 0.31111 1.56566 3.48345  0.000

Atoms 1-3, force components in eV/Å:
-2.1770 0.1444 -3.4336
0.2583 -2.6378 0.4332
-1.8703 -1.4692 -4.5228

As for the expectation value of S²: 15.89. Its spin multiplicity is 8. The HOMO energy (alpha / beta) is 0.236 / -0.841 eV. As for the net charge: -2.

***

Entry 3:
Computed, not measured: C7H10ClF8O2PbS as an isolated structure, with the ωB97M-V functional and the def2-TZVPD basis.

Each line ends with the Mulliken charge.
Positions of all 30 atoms, in Å:
Pb -5.47397 -1.72511 1.30674  1.289
Cl -2.66739 -0.98527 1.17397  -0.352
C 1.79216 1.50429 1.12298  -0.694
C 2.37116 2.13961 2.43490  0.869
C 2.45063 0.99984 3.51826  0.039
F 2.96116 1.42519 4.67788  -0.285
F 1.29390 0.31397 3.69532  -0.239
F 3.62625 2.56065 2.22159  -0.286
F 1.56769 3.16245 2.72636  -0.297
O 2.69589 0.61038 0.50477  -0.409
C 2.23842 -0.77900 0.40571  0.903
C 0.82634 -0.82542 -0.36349  0.865
F 0.76358 0.01709 -1.42942  -0.265
F 0.60515 -2.04621 -0.82771  -0.300
F 3.10432 -1.33129 -0.39005  -0.284
F 2.34400 -1.48282 1.54354  -0.282
H 1.73676 2.27929 0.35851  0.407
H 0.84841 1.00147 1.33420  0.255
H 3.24831 0.38761 3.09756  0.315
H -0.07127 -0.64425 0.22775  -0.346
C -3.97687 -0.57498 -2.40492  -0.541
S -2.75101 -0.20892 -3.73625  0.443
O -2.41265 1.27424 -3.61067  -0.589
C -1.36737 -1.11988 -2.93557  -0.558
H -4.74531 0.19333 -2.31955  0.367
H -3.39552 -0.55712 -1.48307  -0.101
H -4.37653 -1.56524 -2.62342  0.393
H -1.58048 -2.18473 -3.02926  0.404
H -1.30280 -0.84506 -1.88276  -0.130
H -0.35291 -0.99418 -3.31395  0.410

Atoms 1-3, force components in eV/Å:
3.1571 0.8799 -0.2723
-3.0609 -0.8416 0.2749
0.7275 0.6040 -0.1580

The relative energy (zero: lowest compared OMol25 entry of this formula, charge and spin) comes out at 2.545 eV. The HOMO energy is -11.497 eV. As for the net charge: +1.